P | Molecular formula: C7H13N2O4
Method: DFT, wB97M-V/def2-TZVPD

## Properties
Frontier orbital gap: 11.217 eV
Lowest unoccupied orbital energy: -0.10444 hartree
HOMO energy: -0.5167 Eh
Total charge: +1
SMILES: C[NH2+][C@]1(O)OC(=O)C[C@@H]1NC(C)=O

Each atom is followed by the atoms it is bonded to, with distances in Å.
Cartesian coordinates (Å):
1 O -0.69455 -0.71058 2.12688  C10 1.364, C13 1.433
2 O -2.76843 0.22114 2.36782  C13 1.169
3 O -1.24346 -0.47337 -0.99836  C7 1.226
4 O 1.62494 -0.71291 2.15410  C10 1.369, H18 1.028
5 N 0.41694 1.07100 -0.81273  C7 1.397, C11 1.432, H14 1.094
6 N 0.45623 -1.67457 0.44361  C8 1.472, C10 1.516, H25 0.946, H26 1.052
7 C -0.63582 0.46421 -1.50211  O3 1.226, N5 1.397, C9 1.527
8 C 1.61433 -1.76020 -0.46089  N6 1.472, H16 1.151, H17 1.124, H24 1.039
9 C -0.82404 0.97971 -2.92742  C7 1.527, H15 1.063, H22 1.095, H23 1.037
10 C 0.47080 -0.53298 1.44038  O1 1.364, O4 1.369, N6 1.516, C11 1.783
11 C 0.37995 1.04685 0.61833  N5 1.432, C10 1.783, C12 1.537, H21 1.078
12 C -1.00337 1.41824 1.17545  C11 1.537, C13 1.510, H19 1.114, H20 1.052
13 C -1.67357 0.32346 1.97020  O1 1.433, O2 1.169, C12 1.510
14 H 1.11011 1.77145 -1.28880  N5 1.094
15 H 0.08260 0.82949 -3.46205  C9 1.063
16 H 2.20602 -0.77807 -0.36372  C8 1.151
17 H 2.31580 -2.58571 -0.15941  C8 1.124
18 H 1.40457 -0.83296 3.15134  O4 1.028
19 H -1.73518 1.93690 0.51410  C12 1.114
20 H -0.97602 1.99331 2.05603  C12 1.052
21 H 1.17401 1.67006 0.99612  C11 1.078
22 H -1.42652 0.18677 -3.38303  C9 1.095
23 H -1.33921 1.87827 -2.88048  C9 1.037
24 H 1.30156 -1.79815 -1.45126  C8 1.039
25 H 0.12157 -2.44992 0.86899  N6 0.946
26 H -0.35927 -1.48144 -0.19310  N6 1.052

How positive or negative is each atom? The Mulliken charges in e answer that: O -0.465; O -0.456; O -0.661; O -0.525; N -0.184; N -0.017; C 0.610; C -0.848; C -1.385; C 0.308; C -0.159; C -0.699; C 0.432; H 0.362; H 0.435; H 0.242; H 0.345; H 0.449; H 0.365; H 0.319; H 0.697; H 0.382; H 0.362; H 0.397; H 0.388; H 0.306



Q | Molecular formula: C7H13N2O4
Method: DFT, wB97M-V/def2-TZVPD

## Properties
Frontier orbital gap: 10.178 eV
Lowest unoccupied orbital energy: -0.13009 hartree
HOMO energy: -0.5041 Eh
Total charge: +1
SMILES: [H]/N=C(OC)/C(O)=C(\[NH2+]C)C(=O)OC

Each atom is followed by the atoms it is bonded to, with distances in Å.
Cartesian coordinates (Å):
1 O 0.53946 2.52065 -0.26308  C13 1.292, H26 1.010
2 O -2.11417 2.34171 -0.21513  C11 1.202
3 O 2.94109 1.40849 -0.09240  C9 1.442, C12 1.299
4 O -2.86712 0.32394 0.30311  C10 1.334, C11 1.303
5 N 1.90068 -0.59333 0.59218  C12 1.248, H16 1.010
6 N -0.61621 -0.93168 0.35226  C7 1.429, C8 1.455, H19 0.980, H22 1.068
7 C -0.70416 -1.78781 -0.78868  N6 1.429, H14 1.131, H15 1.153, H20 1.069
8 C -0.65318 0.47405 -0.02281  N6 1.455, C11 1.454, C13 1.372
9 C 4.32305 0.99706 -0.05962  O3 1.442, H17 1.100, H18 1.091, H23 1.198
10 C -4.15309 0.67249 0.37181  O4 1.334, H21 1.081, H24 1.049, H25 1.138
11 C -1.92847 1.17160 -0.01119  O2 1.202, O4 1.303, C8 1.454
12 C 1.98897 0.61637 0.30022  O3 1.299, N5 1.248, C13 1.681
13 C 0.45961 1.27207 0.06045  O1 1.292, C8 1.372, C12 1.681
14 H -0.02869 -2.68838 -0.68132  C7 1.131
15 H -0.30268 -1.06690 -1.59449  C7 1.153
16 H 2.81267 -1.01806 0.49927  N5 1.010
17 H 4.96382 1.82949 -0.38598  C9 1.100
18 H 4.53174 0.67973 0.96319  C9 1.091
19 H -1.34480 -0.98033 1.00514  N6 0.980
20 H -1.68160 -2.07404 -1.11441  C7 1.069
21 H -4.54093 0.68312 1.38079  C10 1.081
22 H 0.35873 -1.07409 0.76394  N6 1.068
23 H 4.44275 0.06288 -0.80023  C9 1.198
24 H -4.43130 1.62591 0.03372  C10 1.049
25 H -4.66423 -0.07600 -0.31566  C10 1.138
26 H -0.33022 3.00568 -0.09138  O1 1.010

How positive or negative is each atom? The Mulliken charges in e answer that: O -0.480; O -0.689; O -0.264; O -0.315; N -0.597; N 0.170; C -0.810; C -0.079; C -0.730; C -0.716; C 0.521; C 0.575; C 0.186; H 0.328; H 0.316; H 0.210; H 0.230; H 0.362; H 0.358; H 0.336; H 0.286; H 0.486; H 0.303; H 0.352; H 0.258; H 0.402



Of them, the most stable is P and the least stable is Q.



P | Molecular formula: C5H10BN
Method: DFT, wB97M-V/def2-TZVPD

## Properties
Frontier orbital gap: 8.575 eV
Lowest unoccupied orbital energy: 0.02777 hartree
HOMO energy: -0.2874 Eh
SMILES: CB1CC=CN1C

Each atom is followed by the atoms it is bonded to, with distances in Å.
Cartesian coordinates (Å):
1 N 0.02349 -0.67997 0.36768  C3 1.404, C6 1.456, B7 1.449
2 C -2.06527 0.01846 -0.37108  C3 1.347, C5 1.439, H12 1.075
3 C -1.32357 -0.99168 0.12364  N1 1.404, C2 1.347, H17 1.033
4 C 1.72314 1.33763 -0.23236  B7 1.524, H10 1.061, H11 1.058, H16 1.135
5 C -1.23608 1.11781 -0.78891  C2 1.439, B7 1.809, H9 1.114, H15 1.157
6 C 0.93354 -1.70975 0.84957  N1 1.456, H8 1.100, H13 1.111, H14 1.090
7 B 0.40191 0.57834 -0.24241  N1 1.449, C4 1.524, C5 1.809
8 H 1.99550 -1.46155 0.70457  C6 1.100
9 H -1.67849 1.92371 -0.15960  C5 1.114
10 H 2.31453 0.99946 0.58136  C4 1.061
11 H 1.56372 2.37703 -0.11692  C4 1.058
12 H -3.09932 -0.03100 -0.65992  C2 1.075
13 H 0.83579 -1.70878 1.95648  C6 1.111
14 H 0.31309 -2.56662 0.58590  C6 1.090
15 H -1.40717 1.48291 -1.87385  C5 1.157
16 H 2.29850 1.23700 -1.20511  C4 1.135
17 H -1.59331 -1.92299 0.48098  C3 1.033

How positive or negative is each atom? The Mulliken charges in e answer that: N 0.007; C -0.321; C -0.474; C -0.935; C -0.724; C -0.827; B 0.151; H 0.288; H 0.258; H 0.339; H 0.324; H 0.377; H 0.332; H 0.264; H 0.300; H 0.301; H 0.341



Q | Molecular formula: C5H10BN
Method: DFT, wB97M-V/def2-TZVPD

## Properties
Frontier orbital gap (alpha / beta): 7.659 / 6.957 eV
Lowest unoccupied orbital energy (alpha / beta): 0.00643 / 0.00986 hartree
HOMO energy (alpha / beta): -0.2750 / -0.2458 Eh

Each atom is followed by the atoms it is bonded to, with distances in Å.
Cartesian coordinates (Å):
1 N -2.97367 0.40493 -0.29887  B7 1.362, H15 1.009, H16 1.009
2 C -0.51217 -1.41017 0.13014  C5 1.474, H9 1.078, H17 1.080
3 C 0.84599 0.73855 0.15599  C4 1.500, C5 1.528, C6 1.500, H13 1.084
4 C 2.23166 0.28473 0.50767  C3 1.500, C6 1.498, H10 1.078, H11 1.080
5 C -0.36328 -0.04440 0.66523  C2 1.474, C3 1.528, B7 1.634, H14 1.097
6 C 1.74835 0.18631 -0.90674  C3 1.500, C4 1.498, H8 1.075, H12 1.080
7 B -1.78466 0.67807 0.30603  N1 1.362, C5 1.634
8 H 1.53637 -0.79513 -1.29158  C6 1.075
9 H -0.57309 -1.55243 -0.93681  C2 1.078
10 H 2.33164 -0.63221 1.06627  C4 1.078
11 H 2.97347 1.03194 0.74865  C4 1.080
12 H 2.16509 0.86436 -1.63712  C6 1.080
13 H 0.69183 1.81162 0.14141  C3 1.084
14 H -0.29211 -0.09214 1.75858  C5 1.097
15 H -3.21396 -0.42376 -0.82176  N1 1.009
16 H -3.73189 1.07041 -0.29922  N1 1.009
17 H -1.07957 -2.12066 0.71214  C2 1.080

How positive or negative is each atom? The Mulliken charges in e answer that: N -0.163; C -1.447; C -0.130; C -0.653; C 0.184; C -0.575; B -0.042; H 0.254; H 0.398; H 0.266; H 0.272; H 0.257; H 0.407; H 0.115; H 0.256; H 0.209; H 0.394



Of them, the most stable is P and the least stable is Q.